A molecular structure, C18H17HgN2O2S. Source: the Open Molecules 2025 dataset; level of theory: ωB97M-V/def2-TZVPD.

XYZ file:
```
41
Properties=species:S:1:pos:R:3:forces:R:3:lowdin_spin:R:1
Hg -11.51156 -4.45435 -11.15534 -0.681 0.340 1.479 0.509
C -7.89002 -3.41625 -7.89647 -0.154 0.386 0.358 0.004
C -9.34442 -3.70557 -8.21232 0.118 -0.278 -0.422 0.014
O -9.90752 -3.33729 -9.24080 0.731 0.195 0.718 0.114
N -9.96735 -4.46174 -7.27215 0.374 -0.090 0.347 0.001
C -11.36098 -4.82498 -7.42320 -0.053 0.302 -0.148 0.026
C -11.57812 -6.25064 -7.84491 -0.555 -1.569 0.322 0.015
C -12.12252 -7.23200 -6.98638 0.092 0.581 -0.491 0.000
C -12.32318 -8.52348 -7.47217 0.014 0.178 0.890 0.002
C -11.89467 -8.84646 -8.73641 -0.021 -0.729 -0.642 0.001
C -11.36806 -7.83964 -9.52244 0.058 0.199 0.050 0.009
N -11.25664 -6.58411 -9.09897 0.535 0.469 -0.124 0.052
H -7.61261 -2.44952 -8.28771 -0.046 0.270 -0.225 0.000
H -7.23233 -4.14283 -8.34829 0.055 -0.372 -0.226 0.001
H -7.69128 -3.39650 -6.82022 -0.110 -0.115 -0.117 0.000
H -9.40561 -4.78802 -6.48430 -0.559 0.168 -0.468 0.000
H -11.71462 -4.18799 -8.23877 -0.150 -0.042 0.047 0.044
H -11.91284 -4.55165 -6.52035 0.017 -0.292 -0.009 0.001
H -12.40768 -6.96440 -5.97343 0.003 -0.055 -0.105 0.000
H -12.77778 -9.27656 -6.83132 0.104 0.135 -0.102 0.000
H -11.96588 -9.86646 -9.14059 -0.055 0.547 0.285 0.000
H -11.02214 -8.05496 -10.53357 -0.111 0.169 0.141 0.001
C -8.97865 -2.89910 -20.42897 2.008 -0.726 0.235 0.000
C -8.57622 -4.36946 -20.03312 -0.494 1.469 -1.308 0.000
O -7.46536 -4.78709 -19.89796 -0.081 0.480 0.253 0.000
S -10.01241 -5.43498 -20.00596 0.271 -0.985 -0.306 -0.001
C -10.10115 -5.42640 -18.24549 -0.478 -0.450 0.384 -0.003
C -9.07647 -5.80910 -17.35255 -0.631 0.956 -1.000 0.001
C -9.32304 -5.63951 -16.00249 -0.400 -0.113 0.728 -0.003
C -10.60938 -5.22829 -15.56843 0.461 0.070 -0.763 -0.001
C -11.60082 -4.84250 -16.49407 -0.152 -0.267 0.715 -0.004
C -11.36434 -4.98628 -17.84292 0.586 -0.101 -0.013 0.000
C -10.95967 -5.12697 -14.19359 0.849 -0.062 -2.163 0.004
C -11.43357 -4.85089 -13.13769 -0.391 -0.031 1.175 0.213
H -8.00960 -2.39983 -20.58972 -0.441 0.147 0.012 0.000
H -9.54296 -2.35563 -19.67741 -0.101 -0.307 0.251 0.000
H -9.54263 -2.89139 -21.35695 -0.100 -0.255 -0.043 0.000
H -8.12297 -6.07868 -17.80328 -0.096 -0.106 0.475 0.000
H -8.54948 -5.80095 -15.23235 -0.477 -0.120 -0.584 0.000
H -12.51917 -4.43182 -16.06162 0.205 -0.314 -0.435 0.000
H -12.04594 -4.79700 -18.67789 -0.147 0.312 0.830 0.000
```
Forces are in eV/Å.

Relative energy (zero: lowest compared OMol25 entry of this formula, charge and spin) ... 0.00 kcal per mole
Net charge ... 0
Max |F| ... 2.3 eV/A
E ... -1507.58203 Ha
Orbital gap (spin up / spin down) ... 6.70 / 7.90 eV
Spin multiplicity ... 2
E_HOMO (spin up / spin down) ... -6.2 / -7.8 eV
Expectation value of S² ... 0.756